Entry 1:
The following is a DFT calculation (wB97M-V/def2-TZVPD) of a molecular structure, C4H5N3O in a non-equilibrium geometry.

Geometry as XYZ:
```
13
Properties=species:S:1:pos:R:3:nbo_charge:R:1
C -0.086 -0.683 -0.968 0.171
C 0.663 -0.579 0.167 -0.343
C 0.283 0.432 0.986 0.060
C 0.718 -1.487 -1.949 0.234
H -1.747 -0.682 -2.321 0.420
H -2.309 0.295 -0.788 0.456
H 1.705 -0.785 0.348 0.261
H -0.936 0.233 1.332 0.187
H 0.616 2.837 2.852 0.456
N -1.470 -0.265 -1.356 -0.870
N 1.176 1.248 1.602 -0.134
N 1.319 -2.298 -2.495 -0.280
O 0.068 1.735 2.590 -0.617
```

The value obtained for the maximum force is 8.4 eV Å⁻¹. The LUMO energy is -0.37 eV.

***

Entry 2:
The following is a DFT calculation (wB97M-V/def2-TZVPD) of a single C4H5N3O molecule in a non-equilibrium geometry.

Geometry as XYZ:
```
13
Properties=species:S:1:pos:R:3:nbo_charge:R:1
H 2.610 -1.313 -1.591 0.360
N 2.132 -0.439 -1.500 -0.620
C 1.185 -0.271 -0.708 0.523
N 0.596 1.067 -0.524 -0.360
C -0.566 0.768 0.111 0.197
C -1.233 1.894 0.795 -0.682
C -0.704 -0.691 0.484 0.607
O -1.657 -1.232 1.042 -0.548
N 0.444 -1.157 0.057 -0.620
H -0.720 2.851 0.601 0.245
H -1.071 1.872 1.898 0.248
H -2.295 2.047 0.567 0.241
H 0.445 -2.096 -0.143 0.409
```

The value obtained for the maximum force is 4.8 eV Å⁻¹. As for the SMILES: [H]/N=C1/N=C(C)C(=O)N1. The LUMO energy is -0.83 eV.

***

Entry 3:
The following is a DFT calculation (wB97M-V/def2-TZVPD) of a single C4H5N3O molecule in a non-equilibrium geometry.

Geometry as XYZ:
```
13
Properties=species:S:1:pos:R:3:nbo_charge:R:1
C -1.492 0.677 -0.281 -0.044
N -0.405 1.275 -0.582 -0.218
N 0.720 1.465 0.380 -0.250
C 1.571 0.415 0.506 -0.007
C 1.474 -0.863 -0.235 -0.179
O 0.046 -0.933 -0.832 -0.404
N -0.721 -1.352 0.311 -0.114
C -1.509 -0.390 0.768 -0.004
H -2.149 0.985 -1.184 0.250
H 2.545 0.713 1.058 0.219
H 2.385 -0.943 -1.094 0.256
H 1.632 -1.549 0.809 0.243
H -2.203 -0.491 1.763 0.252
```

The value obtained for the maximum force is 5.8 eV Å⁻¹. As for the SMILES: C1=N\N=C/CO\N=C/1. The LUMO energy is 0.44 eV.

***

Entry 4:
The following is a DFT calculation (wB97M-V/def2-TZVPD) of a single C4H5N3O molecule in a non-equilibrium geometry.

Geometry as XYZ:
```
13
Properties=species:S:1:pos:R:3:nbo_charge:R:1
H 1.638 2.445 -1.425 0.338
N 1.546 1.487 -1.748 -0.641
C 0.754 0.810 -0.892 0.341
N -0.020 1.218 0.189 -0.464
N -0.442 0.231 1.168 -0.243
C -1.387 -0.733 0.739 -0.268
C -0.002 -1.152 0.794 -0.203
C 0.544 -0.853 -0.751 0.532
O 0.528 -1.685 -1.643 -0.474
H 0.573 1.801 0.623 0.376
H -2.158 -1.201 1.486 0.219
H -2.043 -0.481 -0.105 0.229
H 0.469 -1.887 1.567 0.258
```

The value obtained for the maximum force is 5.4 eV Å⁻¹. As for the SMILES: [H]/N=C1\NN2C[C@H]2C1=O. The LUMO energy is -0.08 eV.

***

Entry 5:
The following is a DFT calculation (wB97M-V/def2-TZVPD) of a molecular structure, C4H5N3O in a non-equilibrium geometry.

Geometry as XYZ:
```
13
Properties=species:S:1:pos:R:3:nbo_charge:R:1
C -1.100 -0.096 -2.809 -0.142
C -0.110 0.450 0.344 0.511
C 0.579 -0.723 0.928 -0.569
C 0.775 0.059 2.387 0.027
H -0.317 -0.524 -3.812 0.234
H -2.286 0.528 -2.611 0.256
H -0.252 -1.552 0.803 0.278
H 1.641 -0.807 0.555 0.276
H 1.431 -0.478 3.223 0.212
N -0.181 -0.322 -1.779 -0.317
N -0.646 0.629 -0.747 -0.363
N 0.632 1.333 2.287 -0.076
O -0.165 1.503 1.233 -0.326
```

The value obtained for the maximum force is 7.2 eV Å⁻¹. The LUMO energy is 0.32 eV.

***

Entry 6:
The following is a DFT calculation (wB97M-V/def2-TZVPD) of a single C4H5N3O molecule in a non-equilibrium geometry.

Geometry as XYZ:
```
13
Properties=species:S:1:pos:R:3:nbo_charge:R:1
N -2.794 -1.282 -0.073 -0.273
C -1.883 -0.580 -0.283 0.247
C -1.018 0.503 -0.437 -0.218
C -0.805 1.632 0.492 -0.237
N 0.316 0.721 -0.151 -0.423
C 0.846 -0.442 0.692 0.133
N 1.968 -0.831 0.390 -0.083
O 2.714 -0.159 -0.543 -0.528
H -1.281 0.858 -1.476 0.231
H -1.200 1.300 1.466 0.225
H -1.002 2.727 0.006 0.251
H 0.406 -0.826 1.564 0.203
H 2.103 0.281 -1.164 0.472
```

The value obtained for the maximum force is 5.7 eV Å⁻¹. As for the SMILES: N#C[C@H]1CN1/C=N\O. The LUMO energy is 0.53 eV.

***

Entry 7:
The following is a DFT calculation (wB97M-V/def2-TZVPD) of a single C4H5N3O molecule in a non-equilibrium geometry.

Geometry as XYZ:
```
13
Properties=species:S:1:pos:R:3:nbo_charge:R:1
N 1.527 0.987 -1.827 -0.629
N 0.601 1.417 -0.882 -0.244
C 0.016 0.548 -0.167 0.317
C 0.168 -0.939 -0.159 -0.231
C -0.671 -1.480 0.728 -0.259
C -1.420 -0.377 1.423 0.639
O -2.245 -0.472 2.319 -0.561
N -0.959 0.830 0.814 -0.622
H 2.191 1.735 -1.921 0.368
H 2.013 0.102 -1.522 0.335
H 0.848 -1.510 -0.770 0.223
H -0.746 -2.551 0.921 0.239
H -1.324 1.709 1.044 0.424
```

The value obtained for the maximum force is 2.8 eV Å⁻¹. As for the SMILES: N/N=C1\C=CC(=O)N1. The LUMO energy is -0.31 eV.

***

Entry 8:
The following is a DFT calculation (wB97M-V/def2-TZVPD) of a molecular structure, C4H5N3O in a non-equilibrium geometry.

Geometry as XYZ:
```
13
Properties=species:S:1:pos:R:3:nbo_charge:R:1
C -1.927 0.242 -0.281 -0.653
C -0.782 -0.351 0.470 0.094
C 1.051 -1.069 -0.061 0.368
C 0.574 0.224 -0.040 -0.104
H -2.307 1.022 0.522 0.225
H -2.644 -0.747 -0.456 0.233
H -1.981 0.856 -1.380 0.250
H -0.759 -0.130 1.498 0.213
H 2.012 1.803 -0.316 0.409
N 2.472 -1.146 -0.195 -0.257
N 2.731 0.080 0.014 -0.027
N 1.796 0.813 0.173 -0.284
O -0.237 -1.598 0.051 -0.467
```

The value obtained for the maximum force is 11.6 eV Å⁻¹. The LUMO energy is 0.55 eV.

***

Entry 9:
The following is a DFT calculation (wB97M-V/def2-TZVPD) of a molecular structure, C4H5N3O2 in a non-equilibrium geometry.

Geometry as XYZ:
```
14
Properties=species:S:1:pos:R:3:nbo_charge:R:1
C -1.134 0.188 -0.057 0.627
C 1.781 0.596 -0.088 0.612
C 0.681 -0.418 0.124 -0.083
C -2.078 -0.958 -0.001 -0.778
N 0.887 -1.739 0.644 -0.058
N 0.931 -1.735 -0.588 -0.005
N 1.455 1.837 0.219 -0.770
O -1.240 1.406 -0.086 -0.549
O 2.892 0.128 -0.340 -0.599
H -1.707 -1.538 -0.867 0.264
H -3.205 -0.710 -0.128 0.254
H -1.995 -1.789 0.759 0.281
H 0.598 2.172 0.283 0.407
H 2.136 2.562 0.126 0.396
```

The value obtained for the maximum force is 5.1 eV Å⁻¹. The LUMO energy is 0.18 eV.

***

Entry 10:
The following is a DFT calculation (wB97M-V/def2-TZVPD) of a single C4H5N3O2S molecule in a non-equilibrium geometry.

Geometry as XYZ:
```
15
Properties=species:S:1:pos:R:3:nbo_charge:R:1
H -2.184 -2.382 0.779 0.379
N -1.308 -2.026 0.472 -0.445
N -1.409 -0.796 0.160 0.084
S -2.894 0.124 -0.283 -0.132
N -0.219 -0.096 0.101 -0.250
C 0.019 1.285 0.061 0.408
O -0.973 2.074 0.346 -0.681
C 1.320 1.540 -0.168 -0.290
C 1.953 0.235 -0.242 -0.370
C 1.041 -0.757 -0.106 0.459
O 1.143 -2.028 -0.185 -0.629
H -1.549 2.473 -0.421 0.511
H 1.755 2.513 -0.345 0.237
H 3.001 0.196 -0.152 0.229
H 0.303 -2.354 -0.016 0.489
```

The value obtained for the maximum force is 4.6 eV Å⁻¹. As for the SMILES: [H]/N=[N+](\[S-])n1c(O)ccc1O. The LUMO energy (alpha / beta) is -1.32 / -1.32 eV.

***

Entry 11:
The following is a DFT calculation (wB97M-V/def2-TZVPD) of a single C4H5N3S molecule in a non-equilibrium geometry.

Geometry as XYZ:
```
13
Properties=species:S:1:pos:R:3:nbo_charge:R:1
H -1.357 2.285 -0.216 0.378
N -1.762 1.300 -0.279 -0.595
C -0.965 0.365 -0.064 0.371
C -1.455 -1.027 0.040 -0.093
C -1.916 -2.155 0.005 -0.155
N 0.466 0.396 0.174 -0.294
N 1.060 1.640 0.138 -0.640
C 1.300 -0.748 0.034 -0.103
S 2.947 -0.753 -0.151 -0.077
H -2.249 -3.163 -0.054 0.243
H 1.724 1.734 0.857 0.371
H 1.475 1.858 -0.684 0.358
H 0.732 -1.731 0.201 0.235
```

The value obtained for the maximum force is 3.7 eV Å⁻¹. As for the SMILES: [H]/N=C(/C#C)N(N)C=S. The LUMO energy is -0.14 eV.

***

Entry 12:
The following is a DFT calculation (wB97M-V/def2-TZVPD) of a single C4H5N3S molecule in a non-equilibrium geometry.

Geometry as XYZ:
```
13
Properties=species:S:1:pos:R:3:nbo_charge:R:1
N 0.905 1.839 -0.088 -0.820
C 0.083 0.671 -0.058 0.060
C -1.316 0.726 -0.055 0.032
N -2.061 -0.375 -0.074 -0.437
C -1.427 -1.528 -0.011 0.224
N -0.094 -1.704 -0.037 -0.455
C 0.634 -0.611 -0.089 0.077
S 2.410 -0.750 -0.063 -0.012
H 0.378 2.725 -0.007 0.390
H 1.788 1.787 0.407 0.396
H -1.753 1.751 0.011 0.190
H -2.043 -2.403 0.009 0.182
H 2.496 -2.129 0.054 0.172
```

The value obtained for the maximum force is 1.4 eV Å⁻¹. As for the SMILES: Nc1cncnc1S. The LUMO energy is 0.68 eV.

***

Entry 13:
The following is a DFT calculation (wB97M-V/def2-TZVPD) of a single C4H5N3S molecule in a non-equilibrium geometry.

Geometry as XYZ:
```
13
Properties=species:S:1:pos:R:3:nbo_charge:R:1
C 1.707 -1.335 0.779 -0.428
N 0.547 -1.149 -0.060 -0.538
C -0.178 -0.049 -0.157 0.583
N -0.070 1.076 0.499 -0.583
C -1.088 1.852 0.012 -0.041
S -1.545 3.320 0.479 0.054
C -1.774 1.022 -1.072 0.100
N -1.268 -0.146 -1.112 -0.457
H 1.470 -1.996 1.640 0.211
H 2.071 -0.328 1.113 0.245
H 2.577 -1.773 0.215 0.212
H 0.201 -1.884 -0.700 0.422
H -2.650 1.389 -1.636 0.220
```

The value obtained for the maximum force is 1.4 eV Å⁻¹. As for the SMILES: CNC1=NC(=S)C=N1. The LUMO energy is -1.12 eV.

***

Entry 14:
The following is a DFT calculation (wB97M-V/def2-TZVPD) of a single C4H5N5 molecule in a non-equilibrium geometry.

Geometry as XYZ:
```
14
Properties=species:S:1:pos:R:3:nbo_charge:R:1
N 3.248 -1.059 -0.043 -0.318
C 2.356 -0.302 0.110 0.398
N 1.240 0.335 0.398 -0.162
N 1.655 1.913 -0.151 -0.626
N 0.040 -0.203 0.094 -0.045
C -0.916 -0.310 1.040 -0.042
C -1.960 -0.863 0.421 -0.328
C -1.578 -1.061 -0.971 -0.026
N -0.330 -0.655 -1.110 -0.252
H 0.958 2.548 0.195 0.345
H 1.404 2.102 -1.117 0.350
H -1.017 0.096 2.128 0.256
H -2.906 -1.084 0.814 0.227
H -2.195 -1.456 -1.808 0.226
```

The value obtained for the maximum force is 5.2 eV Å⁻¹. As for the SMILES: N#CN(N)n1cccn1. The LUMO energy is 0.09 eV.

***

Entry 15:
The following is a DFT calculation (wB97M-V/def2-TZVPD) of 2 unconnected molecules or ions with the total composition C4H5NO.

Geometry as XYZ:
```
11
Properties=species:S:1:pos:R:3:nbo_charge:R:1
C 0.989 -4.296 -0.251 0.578
C 0.101 1.304 -0.959 -0.374
C -0.349 0.775 0.159 -0.390
C 1.446 -2.917 -0.126 0.090
N 0.522 -3.422 0.704 -0.569
O 0.840 -5.412 -0.607 -0.516
H -0.348 2.178 -1.399 0.191
H 0.944 0.884 -1.483 0.197
H -1.190 1.188 0.692 0.189
H 0.108 -0.098 0.592 0.186
H -0.060 -3.198 1.496 0.419
```

The value obtained for the maximum force is 0.8 eV Å⁻¹. The LUMO energy is 0.04 eV.

***

Entry 16:
The following is a DFT calculation (wB97M-V/def2-TZVPD) of a single C4H5NO molecule in a non-equilibrium geometry.

Geometry as XYZ:
```
11
Properties=species:S:1:pos:R:3:nbo_charge:R:1
N -3.158 -0.196 -0.305 -0.300
C -1.979 -0.344 -0.078 0.252
C -0.616 -0.184 0.530 0.009
C 0.393 0.870 -0.059 -0.425
C 1.275 -0.417 -0.340 -0.062
O 0.200 -1.256 0.049 -0.512
H -0.845 -0.199 1.592 0.221
H 0.102 1.421 -0.900 0.229
H 0.847 1.563 0.692 0.221
H 2.276 -0.621 0.269 0.183
H 1.505 -0.636 -1.450 0.184
```

The value obtained for the maximum force is 6.3 eV Å⁻¹. As for the SMILES: N#C[C@@H]1CCO1. The LUMO energy is 0.75 eV.

***

Entry 17:
The following is a DFT calculation (wB97M-V/def2-TZVPD) of a single C4H5NO molecule in a non-equilibrium geometry.

Geometry as XYZ:
```
11
Properties=species:S:1:pos:R:3:nbo_charge:R:1
O -2.147 0.105 -2.805 -0.493
C -1.103 -0.338 -2.530 0.582
N -0.424 0.023 -1.118 -0.564
C -0.014 0.170 0.152 0.363
C 0.226 -0.566 1.448 -0.481
C 0.832 0.784 1.169 -0.476
H -0.243 -0.803 -2.913 0.172
H 0.860 -1.345 1.550 0.219
H -0.440 -0.587 2.229 0.219
H 0.532 1.613 1.685 0.229
H 1.920 0.946 1.133 0.230
```

The value obtained for the maximum force is 6.0 eV Å⁻¹. As for the SMILES: O=CN=C1CC1. The LUMO energy is 0.85 eV.

***

Entry 18:
The following is a DFT calculation (wB97M-V/def2-TZVPD) of a single C4H5NO molecule in a non-equilibrium geometry.

Geometry as XYZ:
```
11
Properties=species:S:1:pos:R:3:nbo_charge:R:1
N -1.732 -2.186 1.519 -0.321
C -0.958 -1.382 1.215 0.284
C 0.022 -0.369 0.816 -0.513
C -0.208 0.125 -0.614 -0.501
C 0.825 1.154 -1.006 0.442
O 1.588 1.664 -0.221 -0.514
H -0.019 0.471 1.516 0.265
H 1.026 -0.797 0.905 0.258
H -0.189 -0.701 -1.335 0.237
H -1.200 0.589 -0.714 0.245
H 0.847 1.430 -2.080 0.118
```

The value obtained for the maximum force is 1.1 eV Å⁻¹. As for the SMILES: N#CCCC=O. The LUMO energy is 0.66 eV.

***

Entry 19:
The following is a DFT calculation (wB97M-V/def2-TZVPD) of a single C4H5NO molecule.

Geometry as XYZ:
```
11
Properties=species:S:1:pos:R:3:nbo_charge:R:1
C -2.368 0.177 0.417 -0.694
C -0.929 0.092 0.246 0.082
C 0.209 -0.244 0.052 -0.165
C 1.582 -0.668 -0.200 0.618
N 2.428 0.373 0.045 -0.807
O 1.867 -1.791 -0.566 -0.570
H -2.727 -0.848 0.305 0.245
H -2.828 0.801 -0.352 0.242
H -2.644 0.548 1.406 0.240
H 3.427 0.333 -0.080 0.408
H 1.977 1.233 0.324 0.402
```

The value obtained for the maximum force is 0.6 eV Å⁻¹. As for the SMILES: CC#CC(N)=O. The LUMO energy is 0.84 eV.

***

Entry 20:
The following is a DFT calculation (wB97M-V/def2-TZVPD) of a molecular structure, C4H5NO in a non-equilibrium geometry.

Geometry as XYZ:
```
11
Properties=species:S:1:pos:R:3:nbo_charge:R:1
C 0.072 -0.747 -1.311 -0.626
C 0.014 0.155 -0.134 -0.308
C 0.127 1.494 -0.028 0.273
O -0.012 1.768 1.263 -0.547
N -0.293 -0.537 2.360 -0.636
C -0.146 0.064 1.297 0.608
H 0.208 -0.095 -2.181 0.226
H 0.911 -1.449 -1.277 0.218
H -0.848 -1.319 -1.466 0.219
H 0.313 2.220 -0.815 0.187
H -0.345 -1.554 2.292 0.386
```

The value obtained for the maximum force is 1.5 eV Å⁻¹. The LUMO energy is 0.85 eV.

***

Calculated total energy readings, ordered: -394.6689 -394.9073 -394.6545 -394.7663 -394.6604 -394.7456 -394.8996 -394.6762 -470.0530 -868.1936 -717.7452 -717.8797 -717.8555 -429.0368 -285.2403 -285.3268 -285.2471 -285.3930 -285.3677 -285.3227 hartree
Energy above the lowest of the compared OMol25 structures with the same formula, charge and spin readings, ordered: 784.1 158.1 821.9 528.3 806.6 582.6 178.4 765.0 490.3 423.9 389.8 36.6 100.2 378.4 457.6 230.4 439.8 56.6 123.0 241.3 kJ/mol